C4H13N2O2 | ωB97M-V with the def2-TZVPD basis set

```
! RIJCOSX wB97M-V def2-TZVPD def2/J DEFGRID3
* xyz 2 2
O 1.600 -1.227 -0.311
C 0.622 -1.223 -0.965
N -0.160 -2.355 -1.199
C -0.159 0.041 -1.346
N -0.515 0.770 -0.138
C 0.508 1.540 0.695
C 0.491 2.996 0.512
H -0.962 -2.364 -1.782
H 0.269 -3.326 -0.992
H 0.554 0.630 -1.934
H -1.182 -0.186 -1.838
H -0.759 0.094 0.524
H -1.420 1.221 -0.461
H 1.394 1.159 0.337
H 0.339 1.282 1.754
H 0.858 3.514 -0.329
H 0.886 3.631 1.436
H -0.523 3.475 0.419
H -1.522 -1.671 2.120
H -2.382 -0.538 2.308
O -1.550 -0.767 2.114
*
```

Energy above the lowest of the compared OMol25 structures with the same formula, charge and spin   276.51 kJ/mol
LUMO energy (spin up / spin down)   -8.9 / -14.1 eV
HOMO (spin up / spin down)   -19.73 / -19.72 eV
Total energy   -419.39754 Eh



C46H34AsBeN3O4P | ωB97M-V with the def2-TZVPD basis set

```
! RIJCOSX wB97M-V def2-TZVPD def2/J DEFGRID3
* xyz -1 1
Be 0.660 1.571 -1.758
O 1.069 5.112 -0.805
C 0.269 4.253 -1.114
O 0.580 3.067 -1.517
C -1.247 4.534 -1.046
P -1.942 2.860 -0.649
C -1.755 2.930 1.170
C -0.841 2.058 1.752
C -0.672 2.038 3.124
C -1.423 2.879 3.926
C -2.323 3.765 3.352
C -2.476 3.804 1.978
C -3.732 3.104 -0.889
C -4.691 2.655 0.017
C -6.026 2.608 -0.345
C -6.426 2.976 -1.619
C -5.476 3.394 -2.540
C -4.145 3.444 -2.180
H -1.583 4.847 -2.039
H -1.481 5.315 -0.319
H -0.278 1.387 1.117
H 0.041 1.357 3.569
H -1.311 2.851 5.001
H -2.911 4.423 3.979
H -3.165 4.511 1.531
H -4.380 2.337 1.002
H -6.760 2.268 0.375
H -7.470 2.926 -1.898
H -5.778 3.661 -3.545
H -3.402 3.737 -2.913
N 10.212 0.528 -0.880
C 9.084 0.625 -1.081
C 7.695 0.732 -1.306
C 7.086 -0.004 -2.328
C 5.721 0.058 -2.503
C 4.936 0.863 -1.669
C 5.558 1.623 -0.667
C 6.920 1.561 -0.487
C 3.529 0.930 -1.794
C 2.316 1.021 -1.822
H 7.697 -0.614 -2.977
H 5.242 -0.523 -3.277
H 4.945 2.250 -0.036
H 7.405 2.152 0.277
C 2.747 -6.090 -1.270
C 3.304 -5.325 -0.259
C 2.855 -4.033 -0.031
C 1.850 -3.487 -0.816
C 1.308 -4.262 -1.839
C 1.744 -5.556 -2.061
As 1.054 -1.681 -0.598
C -0.350 -2.450 0.517
C -1.456 -3.159 0.083
C -2.355 -3.669 1.006
C -2.169 -3.440 2.360
C -1.074 -2.719 2.800
C -0.145 -2.237 1.886
C 1.102 -1.546 2.208
C 1.557 -1.225 3.483
C 2.782 -0.603 3.642
C 3.568 -0.299 2.541
C 3.117 -0.607 1.268
C 1.893 -1.226 1.092
H 3.093 -7.100 -1.441
H 4.089 -5.741 0.358
H 3.290 -3.448 0.770
H 0.530 -3.829 -2.462
H 1.303 -6.150 -2.851
H -1.613 -3.318 -0.980
H -3.209 -4.247 0.676
H -2.886 -3.823 3.074
H -0.942 -2.545 3.859
H 0.954 -1.456 4.352
H 3.125 -0.340 4.633
H 4.523 0.189 2.679
H 3.716 -0.354 0.404
C -4.994 -1.531 -0.169
N -3.775 -1.050 -0.772
C -3.526 -1.178 -2.088
C -2.397 -0.693 -2.652
C -1.468 -0.010 -1.790
O -0.430 0.545 -2.268
N -1.701 0.046 -0.483
C -2.816 -0.437 0.088
O -3.078 -0.378 1.275
H -5.591 -2.057 -0.913
H -5.570 -0.698 0.241
H -4.742 -2.193 0.661
H -4.283 -1.691 -2.670
H -2.203 -0.772 -3.709
*
```

Energy above the lowest of the compared OMol25 structures with the same formula, charge and spin   82.26 kJ/mol
LUMO energy   2.3 eV
HOMO   -5.20 eV
Total energy   -4830.62794 Eh



C5H8O | ωB97M-V with the def2-TZVPD basis set

```
! RIJCOSX wB97M-V def2-TZVPD def2/J DEFGRID3
* xyz 0 1
C 1.495 -0.396 -0.377
C 0.075 -0.202 -0.041
C -0.936 -1.055 0.661
C -1.473 -0.075 -0.305
O -1.571 1.186 0.335
C -0.105 1.247 0.148
H 1.814 -0.008 -1.345
H 1.893 -1.412 -0.211
H 1.865 0.579 0.396
H -0.925 -2.086 0.306
H -1.184 -0.921 1.710
H -1.956 -0.206 -1.265
H 0.992 1.550 0.786
H 0.015 1.800 -0.798
*
```

Energy above the lowest of the compared OMol25 structures with the same formula, charge and spin   511.61 kJ/mol
LUMO energy   1.0 eV
HOMO   -8.99 eV
Total energy   -270.36303 Eh



C4H10N2S2 | ωB97M-V with the def2-TZVPD basis set

```
! RIJCOSX wB97M-V def2-TZVPD def2/J DEFGRID3
* xyz 0 1
C -1.889 -0.736 -2.161
C -0.160 0.080 -1.001
C -0.681 -0.644 0.255
C -1.440 0.293 1.172
H -2.539 -0.464 -1.310
H -1.666 -1.770 -2.226
H -2.444 -0.540 -3.140
H 1.151 1.521 -1.661
H 2.332 0.758 1.070
H -1.451 -1.437 -0.015
H -0.778 1.276 1.116
H -1.555 -0.322 2.167
H -2.485 0.538 0.705
H 0.409 -2.942 0.859
N -0.705 0.040 -2.144
N 1.015 0.902 -0.788
S 1.467 1.612 0.675
S 0.525 -1.434 1.410
*
```

Energy above the lowest of the compared OMol25 structures with the same formula, charge and spin   284.50 kJ/mol
LUMO energy   0.4 eV
HOMO   -8.86 eV
Total energy   -1064.18888 Eh



C4H35N2O12 | ωB97M-V with the def2-TZVPD basis set

```
! RIJCOSX wB97M-V def2-TZVPD def2/J DEFGRID3
* xyz 0 2
C 1.073 2.706 1.788
C 1.548 1.316 2.155
C 0.539 0.156 1.770
N 1.245 -0.567 0.629
C 0.891 -1.870 0.313
N 1.709 -2.566 -0.518
H 0.610 2.581 0.707
H 0.307 3.085 2.554
H 1.999 3.238 1.892
H 2.501 0.988 1.743
H 1.783 1.265 3.287
H 0.581 -0.763 2.588
H -0.585 0.477 1.556
H 1.772 0.035 0.046
H 0.122 -2.392 0.919
H 1.554 -3.573 -0.548
H 2.531 -2.181 -1.059
H -1.372 -2.960 3.162
H -1.847 -3.046 1.702
O -1.160 -2.641 2.239
H -3.693 -1.471 0.190
H -3.459 -0.165 -0.695
O -3.204 -1.080 -0.582
H -1.630 -0.884 2.504
H -2.380 0.402 2.181
O -2.539 -0.524 2.390
H 1.202 2.024 -3.063
H 2.421 1.910 -3.957
O 2.147 2.004 -3.026
H 3.998 -0.028 -3.863
H 3.602 -1.412 -4.076
O 3.304 -0.605 -3.786
H -0.905 1.424 -1.850
H -0.159 0.024 -1.775
O -0.343 0.744 -2.305
H -1.472 -1.503 -1.398
H -0.480 -1.786 -2.451
O -0.604 -1.830 -1.577
H 2.497 -3.458 2.339
H 1.161 -3.768 3.092
O 1.520 -3.441 2.282
H 2.717 1.064 -1.728
H 3.832 -0.005 -1.403
O 3.169 0.475 -1.116
H -2.318 3.599 -1.392
H -2.780 1.950 -1.568
O -2.064 2.636 -1.311
H -1.332 2.540 1.622
H -1.983 2.599 3.045
O -1.703 2.044 2.327
H -5.379 0.748 -1.688
H -4.260 1.064 -2.553
O -4.688 1.424 -1.733
*
```

Energy above the lowest of the compared OMol25 structures with the same formula, charge and spin   282.47 kJ/mol
LUMO energy (spin up / spin down)   0.2 / 0.1 eV
HOMO (spin up / spin down)   -1.91 / -9.70 eV
Total energy   -1185.55487 Eh



C4H6N2O | ωB97M-V with the def2-TZVPD basis set

```
! RIJCOSX wB97M-V def2-TZVPD def2/J DEFGRID3
* xyz 0 1
N -1.831 -0.593 -0.021
C -0.946 -0.056 0.837
C -0.404 1.263 0.587
C 0.715 0.999 -0.134
C 0.825 -0.450 -0.251
O 1.936 -1.111 -0.667
N 0.125 -0.949 0.900
H -0.699 -0.648 -0.935
H -2.520 0.088 -0.341
H -0.969 2.186 0.626
H 1.324 1.704 -0.693
H 2.697 -0.519 -0.722
H -0.228 -1.891 0.752
*
```

Energy above the lowest of the compared OMol25 structures with the same formula, charge and spin   467.36 kJ/mol
LUMO energy   0.7 eV
HOMO   -8.26 eV
Total energy   -340.61690 Eh



C24H16N2O5PRhS4Te | ωB97M-V with the def2-TZVPD basis set

```
! RIJCOSX wB97M-V def2-TZVPD def2/J DEFGRID3
* xyz -2 5
Rh -0.457 1.843 0.449
O -4.962 -2.296 -0.423
C -4.156 -1.244 -0.097
C -4.082 -0.111 -0.899
C -3.203 0.890 -0.538
N -2.444 0.800 0.547
C -2.536 -0.266 1.336
C -3.388 -1.317 1.058
C -1.581 -0.245 2.532
O -1.802 -1.011 3.470
O -0.639 0.601 2.415
C -3.005 2.172 -1.353
O -3.935 2.539 -2.077
O -1.886 2.735 -1.158
H -5.361 -2.106 -1.277
H -4.681 0.007 -1.794
H -3.436 -2.170 1.719
Te -1.300 4.019 1.862
C -3.006 3.235 2.790
C -4.193 2.852 2.239
C -5.126 2.375 3.197
C -4.638 2.403 4.465
S -3.032 3.011 4.502
H -4.387 2.894 1.175
H -6.115 2.017 2.945
H -5.108 2.085 5.382
S 2.831 5.087 0.622
C 2.033 3.710 0.401
N 1.464 2.693 0.249
S 3.140 1.513 -2.625
P 2.239 0.016 -1.707
S 0.239 -0.023 -1.443
C 3.119 -0.446 -0.158
C 2.466 -0.540 1.062
C 3.177 -0.839 2.216
C 4.542 -1.068 2.150
C 5.196 -1.004 0.926
C 4.491 -0.681 -0.222
C 2.594 -1.472 -2.754
C 2.582 -1.320 -4.139
C 2.937 -2.372 -4.967
C 3.323 -3.591 -4.422
C 3.317 -3.757 -3.046
C 2.942 -2.707 -2.216
H 1.399 -0.385 1.113
H 2.650 -0.886 3.161
H 5.102 -1.285 3.053
H 6.261 -1.201 0.875
H 4.995 -0.596 -1.177
H 2.317 -0.355 -4.549
H 2.933 -2.242 -6.044
H 3.628 -4.407 -5.067
H 3.617 -4.706 -2.615
H 2.927 -2.848 -1.143
*
```

Energy above the lowest of the compared OMol25 structures with the same formula, charge and spin   26.84 kJ/mol
LUMO energy (spin up / spin down)   4.0 / 2.5 eV
HOMO (spin up / spin down)   -1.86 / -2.54 eV
Total energy   -3722.72516 Eh



C8H7O4P | ωB97M-V with the def2-TZVPD basis set

```
! RIJCOSX wB97M-V def2-TZVPD def2/J DEFGRID3
* xyz -2 1
C -1.987 0.374 -1.345
C -1.247 -0.750 -1.639
C -1.491 1.360 -0.484
C -0.089 -0.972 -0.902
C -0.346 1.123 0.231
C 0.331 -0.135 0.139
C 2.252 -1.630 1.192
C 1.432 -0.439 0.986
O 2.393 0.207 4.065
O 3.963 1.080 2.265
O 2.133 -2.768 0.718
O 1.816 2.358 2.737
P 2.626 1.105 2.879
H -3.025 0.443 -1.778
H -1.693 -1.567 -2.188
H -2.181 2.300 -0.389
H 0.517 -1.951 -1.216
H 0.066 1.712 1.035
H 3.049 -1.373 1.927
H 1.881 0.281 1.574
*
```

Energy above the lowest of the compared OMol25 structures with the same formula, charge and spin   0.00 kJ/mol
LUMO energy   5.9 eV
HOMO   0.19 eV
Total energy   -951.39890 Eh



C41H49BCaO2P2 | ωB97M-V with the def2-TZVPD basis set

```
! RIJCOSX wB97M-V def2-TZVPD def2/J DEFGRID3
* xyz 0 1
Ca 0.451 -0.701 -0.028
C -2.242 -0.057 0.825
C -2.396 -0.371 -0.482
C -2.754 0.594 -1.575
C -1.560 1.315 -2.267
C -0.445 1.777 -1.371
C -0.602 2.270 -0.130
C -1.904 2.509 0.566
C -2.388 1.307 1.426
C 2.509 0.265 -0.208
H -2.235 -0.865 1.566
H -2.444 -1.429 -0.771
H -3.489 1.351 -1.252
H -3.272 0.011 -2.364
H -1.148 0.633 -3.029
H -1.954 2.163 -2.862
H 0.539 1.867 -1.856
H 0.284 2.578 0.443
H -2.707 2.819 -0.120
H -1.770 3.364 1.258
H -1.831 1.335 2.376
H -3.441 1.485 1.726
H 3.031 -0.086 0.688
H 2.603 1.359 -0.242
H 2.996 -0.152 -1.095
P 0.139 -2.437 -9.444
P 2.190 0.475 -9.713
C -0.326 -0.809 -10.090
C 0.424 0.329 -10.066
C -0.772 -3.593 -10.548
C -1.948 -3.237 -11.224
C -2.598 -4.165 -12.045
C -2.089 -5.458 -12.195
C -0.913 -5.822 -11.518
C -0.251 -4.897 -10.711
C -0.883 -2.507 -7.904
C -0.496 -1.642 -6.861
C -1.227 -1.604 -5.674
C -2.353 -2.425 -5.514
C -2.734 -3.292 -6.544
C -1.992 -3.350 -7.730
C 2.746 1.283 -11.295
C 2.726 0.473 -12.448
C 3.090 0.998 -13.688
C 3.489 2.339 -13.797
C 3.519 3.145 -12.655
C 3.167 2.618 -11.404
C 2.248 1.896 -8.555
C 3.359 1.982 -7.688
C 3.469 3.049 -6.798
C 2.469 4.034 -6.750
C 1.367 3.946 -7.607
C 1.249 2.877 -8.502
H -1.349 -0.735 -10.478
H -0.046 1.264 -10.402
H -2.369 -2.241 -11.110
H -3.511 -3.870 -12.567
H -2.599 -6.179 -12.835
H -0.517 -6.832 -11.626
H 0.669 -5.175 -10.193
H 0.374 -0.993 -6.995
H -0.920 -0.932 -4.870
H -2.928 -2.388 -4.588
H -3.612 -3.928 -6.430
H -2.289 -4.040 -8.521
H 2.407 -0.568 -12.368
H 3.064 0.363 -14.574
H 3.772 2.748 -14.767
H 3.818 4.191 -12.732
H 3.206 3.257 -10.522
H 4.132 1.211 -7.729
H 4.333 3.118 -6.138
H 2.552 4.862 -6.046
H 0.590 4.712 -7.583
H 0.383 2.815 -9.158
C 2.301 -1.083 4.797
C 0.781 -0.961 4.654
C 0.144 -1.919 5.629
O 0.423 -1.352 3.327
B 0.442 -0.151 2.646
O 0.505 0.994 3.401
C 0.299 0.524 4.735
C -1.189 0.643 5.068
C 1.054 1.410 5.698
H 2.607 -2.121 4.612
H 2.603 -0.832 5.822
H 2.860 -0.444 4.097
H 0.537 -2.930 5.476
H 0.397 -1.620 6.654
H -0.947 -1.957 5.539
H -1.364 0.342 6.110
H -1.507 1.691 4.975
H -1.837 0.040 4.414
H 2.130 1.448 5.499
H 0.663 2.434 5.663
H 0.904 1.038 6.720
*
```

Energy above the lowest of the compared OMol25 structures with the same formula, charge and spin   0.00 kJ/mol
LUMO energy   -0.3 eV
HOMO   -5.82 eV
Total energy   -3127.26962 Eh



C30H53Br3N3ORuSi | ωB97M-V with the def2-TZVPD basis set

```
! RIJCOSX wB97M-V def2-TZVPD def2/J DEFGRID3
* xyz 0 2
Ru -0.020 2.207 0.193
N -0.318 1.680 2.528
C 0.829 1.755 3.436
C 1.971 0.871 2.925
C 3.265 1.621 2.628
C 3.173 2.596 1.457
N 2.495 2.016 0.291
H -1.022 2.371 2.766
H -0.758 0.768 2.565
H 0.552 1.455 4.453
H 1.153 2.796 3.477
H 1.630 0.401 2.003
H 2.192 0.086 3.651
H 4.040 0.878 2.415
H 3.582 2.183 3.510
H 4.193 2.914 1.211
H 2.601 3.482 1.739
H 2.911 1.126 0.038
H 2.601 2.649 -0.494
Br -5.193 1.665 -0.244
C -3.943 1.777 -1.662
C -4.377 1.791 -2.981
C -3.461 1.831 -4.004
Br -4.118 1.876 -5.797
C -2.076 1.832 -3.750
C -1.077 1.804 -4.743
C 0.244 1.826 -4.366
C 0.569 1.883 -3.012
N -0.340 1.886 -2.054
C -1.651 1.846 -2.394
C -2.586 1.824 -1.298
O -2.196 1.831 -0.081
H -5.434 1.758 -3.202
H -1.356 1.765 -5.786
H 1.030 1.807 -5.107
H 1.602 1.919 -2.688
C 1.150 6.468 0.827
C 0.066 5.482 0.356
C -1.320 6.031 0.741
C 0.134 5.328 -1.166
C 0.291 4.160 1.023
H 0.999 7.459 0.390
H 2.138 6.108 0.532
H 1.131 6.572 1.913
H -1.506 6.995 0.263
H -1.398 6.162 1.822
H -2.092 5.329 0.420
H -0.072 6.274 -1.672
H -0.605 4.592 -1.489
H 1.125 4.979 -1.466
H 0.257 4.241 2.117
C -2.752 -3.350 -0.634
C -1.330 -3.596 -1.158
C -1.211 -5.077 -1.552
C -1.176 -2.733 -2.419
Si -0.011 -3.147 0.180
Br 0.115 -0.837 0.096
C 1.796 -3.691 -0.256
C 2.072 -3.469 -1.750
C 2.851 -2.875 0.507
C 2.011 -5.178 0.060
C -0.537 -3.580 1.989
C -0.972 -5.050 2.080
C 0.624 -3.363 2.969
C -1.694 -2.691 2.470
H -3.468 -3.536 -1.439
H -2.883 -2.317 -0.307
H -3.008 -4.017 0.188
H -2.004 -5.334 -2.257
H -1.307 -5.734 -0.686
H -0.257 -5.291 -2.035
H -1.947 -3.016 -3.141
H -0.208 -2.858 -2.900
H -1.310 -1.675 -2.195
H 1.899 -2.429 -2.032
H 1.455 -4.110 -2.379
H 3.117 -3.706 -1.966
H 2.749 -1.810 0.299
H 3.847 -3.188 0.182
H 2.794 -3.016 1.583
H 1.282 -5.811 -0.449
H 1.943 -5.376 1.129
H 3.007 -5.485 -0.269
H -0.184 -5.726 1.744
H -1.861 -5.247 1.483
H -1.209 -5.301 3.117
H 1.447 -4.051 2.783
H 0.274 -3.543 3.989
H 1.000 -2.339 2.918
H -2.616 -2.873 1.924
H -1.448 -1.633 2.372
H -1.890 -2.894 3.527
*
```

Energy above the lowest of the compared OMol25 structures with the same formula, charge and spin   147.44 kJ/mol
LUMO energy (spin up / spin down)   0.0 / 0.0 eV
HOMO (spin up / spin down)   -6.01 / -6.98 eV
Total energy   -9520.85241 Eh